The following is a quantum chemistry calculation of a 10-piece molecular cluster, C46H114N6O14 overall in a non-equilibrium geometry, from OMol25.

## Properties
HOMO energy   -8.0 eV
Structure (SMILES)   CC1(C)CCCC(C)(C)N1O.CC1(C)CCCC(C)(C)N1O.COCCNCCOC.COCCNCCOC.COCCNCCOC.COCCNCCOC.CO.CO.CO.CO
Calculated total energy   -3202.5922 Eh
M   975.45 g/mol

Last columns: bonded neighbours and bond lengths (Å).
Atoms and positions in Å:
1 O -1.264 1.873 -4.175  N16 1.423, H146 0.973
2 O -5.354 0.756 3.786  C47 1.414, C52 1.412
3 O 3.445 -4.172 -2.322  N17 1.421, H126 0.970
4 O -3.549 4.615 0.476  C29 1.409, C36 1.408
5 O -0.568 0.616 1.882  C27 1.411, H145 0.981
6 O 2.313 -1.876 9.561  C41 1.411, C61 1.418
7 O 3.387 2.531 2.360  C22 1.414, H142 0.965
8 O -2.565 4.482 5.258  C35 1.413, C48 1.404
9 O -3.798 -3.195 -0.943  C21 1.406, C23 1.421
10 O 2.447 -0.943 -5.616  C57 1.405, C62 1.430
11 O 4.229 1.972 -0.324  C65 1.437, H133 0.960
12 O -1.676 -2.784 -4.777  C33 1.432, C55 1.406
13 O 1.772 -1.196 4.557  C24 1.407, C63 1.402
14 O 0.338 5.540 1.459  C28 1.422, H144 0.959
15 N 3.241 -2.658 6.866  C42 1.481, C60 1.485, H116 1.022
16 N -0.143 2.670 -4.540  O1 1.423, C37 1.459, C50 1.471
17 N 2.107 -4.383 -1.893  O3 1.421, C32 1.457, C40 1.462
18 N 0.186 -0.755 -3.862  C31 1.450, C43 1.476, H128 1.015
19 N -2.799 -1.291 2.069  C30 1.470, C39 1.467, H108 1.016
20 N -1.701 3.172 2.495  C26 1.460, C53 1.479, H107 1.016
21 C -4.657 -4.262 -1.263  O9 1.406, H85 1.094, H89 1.088, H122 1.098
22 C 2.817 1.314 2.800  O7 1.414, H132 1.092, H161 1.092, H167 1.092
23 C -3.701 -2.934 0.450  O9 1.421, C39 1.505, H80 1.098, H151 1.097
24 C 0.669 -1.553 3.759  O13 1.407, H86 1.098, H93 1.099, H153 1.083
25 C 0.330 2.915 -2.177  C50 1.532, H84 1.091, H110 1.092, H177 1.094
26 C -1.051 3.202 3.803  N20 1.460, C35 1.549, H127 1.091, H173 1.093
27 C 0.113 0.590 0.647  O5 1.411, H106 1.094, H156 1.093, H175 1.094
28 C 1.543 4.820 1.232  O14 1.422, H131 1.090, H147 1.088, H168 1.096
29 C -2.617 4.648 -0.580  O4 1.409, H121 1.096, H148 1.089, H179 1.094
30 C -3.931 -0.369 2.234  N19 1.470, C47 1.530, H81 1.091, H87 1.097
31 C 1.532 -1.015 -3.388  N18 1.450, C62 1.520, H112 1.097, H163 1.093
32 C 1.920 -4.208 -0.458  N17 1.457, C34 1.524, C64 1.545, C66 1.559
33 C -2.066 -1.785 -3.827  O12 1.432, C43 1.507, H125 1.097, H178 1.092
34 C 2.607 -5.206 0.466  C32 1.524, H114 1.091, H154 1.094, H170 1.090
35 C -1.285 4.469 4.662  O8 1.413, C26 1.549, H100 1.096, H171 1.101
36 C -3.744 3.389 1.141  O4 1.408, C53 1.527, H101 1.095, H155 1.098
37 C -0.077 2.983 -5.963  N16 1.459, C56 1.529, C58 1.532, C59 1.517
38 C -0.934 4.744 -3.359  C50 1.540, H76 1.091, H157 1.088, H169 1.092
39 C -2.732 -1.810 0.699  N19 1.467, C23 1.505, H70 1.100, H136 1.092
40 C 1.416 -5.373 -2.718  N17 1.462, C44 1.540, C45 1.522, C51 1.548
41 C 1.546 -2.641 8.658  O6 1.411, C60 1.515, H77 1.098, H172 1.090
42 C 3.739 -1.821 5.750  N15 1.481, C63 1.522, H105 1.090, H135 1.100
43 C -0.878 -1.335 -3.018  N18 1.476, C33 1.507, H134 1.094, H160 1.097
44 C -0.084 -5.290 -2.382  C40 1.540, C54 1.535, H102 1.092, H129 1.092
45 C 1.574 -5.127 -4.212  C40 1.522, H67 1.089, H74 1.091, H117 1.095
46 C 1.454 4.457 -3.780  C49 1.530, C50 1.544, H69 1.096, H113 1.091
47 C -4.169 -0.012 3.702  O2 1.414, C30 1.530, H92 1.098, H162 1.094
48 C -2.708 5.519 6.194  O8 1.404, H79 1.090, H98 1.099, H164 1.093
49 C 1.515 4.922 -5.237  C46 1.530, C58 1.535, H95 1.097, H103 1.089
50 C 0.157 3.667 -3.501  N16 1.471, C25 1.532, C38 1.540, C46 1.544
51 C 1.899 -6.806 -2.387  C40 1.548, H72 1.093, H90 1.093, H174 1.088
52 C -5.568 1.340 5.054  O2 1.412, H104 1.095, H139 1.097, H158 1.087
53 C -3.163 3.386 2.554  N20 1.479, C36 1.527, H88 1.091, H115 1.090
54 C -0.410 -5.264 -0.882  C44 1.535, C66 1.539, H166 1.089, H176 1.095
55 C -2.792 -3.390 -5.380  O12 1.406, H91 1.090, H111 1.095, H124 1.094
56 C -1.244 3.751 -6.585  C37 1.529, H99 1.095, H130 1.089, H165 1.091
57 C 3.468 -0.517 -6.482  O10 1.405, H97 1.094, H140 1.101, H180 1.087
58 C 1.241 3.735 -6.170  C37 1.532, C49 1.535, H149 1.094, H159 1.098
59 C 0.111 1.678 -6.713  C37 1.517, H73 1.093, H96 1.094, H120 1.094
60 C 1.848 -2.282 7.217  N15 1.485, C41 1.515, H82 1.097, H123 1.098
61 C 1.811 -0.569 9.787  O6 1.418, H71 1.087, H94 1.092, H137 1.095
62 C 2.531 -0.348 -4.318  O10 1.430, C31 1.520, H118 1.097, H143 1.095
63 C 2.975 -1.908 4.438  O13 1.402, C42 1.522, H83 1.099, H150 1.097
64 C 2.405 -2.786 -0.101  C32 1.545, H75 1.096, H119 1.089, H152 1.090
65 C 3.997 0.624 -0.763  O11 1.437, H68 1.089, H109 1.088, H141 1.092
66 C 0.383 -4.129 -0.209  C32 1.559, C54 1.539, H78 1.095, H138 1.089
67 H 2.535 -5.366 -4.665  C45 1.089
68 H 3.714 0.663 -1.815  C65 1.089
69 H 2.328 3.813 -3.629  C46 1.096
70 H -2.875 -0.999 -0.031  C39 1.100
71 H 2.418 -0.093 10.553  C61 1.087
72 H 1.344 -7.514 -3.007  C51 1.093
73 H 0.412 1.841 -7.751  C59 1.093
74 H 0.770 -5.587 -4.788  C45 1.091
75 H 3.451 -2.692 -0.416  C64 1.096
76 H -0.731 5.350 -2.474  C38 1.091
77 H 0.473 -2.505 8.849  C41 1.098
78 H 0.262 -4.210 0.876  C66 1.095
79 H -3.698 5.618 6.641  C48 1.090
80 H -3.368 -3.840 0.973  C23 1.098
81 H -4.875 -0.779 1.873  C30 1.091
82 H 1.565 -1.261 6.931  C60 1.097
83 H 2.846 -2.970 4.186  C63 1.099
84 H -0.519 2.302 -1.872  C25 1.091
85 H -5.696 -4.064 -0.983  C21 1.094
86 H 0.295 -2.562 3.976  C24 1.098
87 H -3.804 0.586 1.709  C30 1.097
88 H -3.345 4.382 2.959  C53 1.091
89 H -4.543 -4.458 -2.327  C21 1.088
90 H 2.957 -6.894 -2.651  C51 1.093
91 H -2.482 -3.918 -6.283  C55 1.090
92 H -3.305 0.581 4.029  C47 1.098
93 H 0.908 -1.637 2.690  C24 1.099
94 H 0.753 -0.577 10.060  C61 1.092
95 H 0.688 5.616 -5.427  C49 1.097
96 H -0.731 0.979 -6.706  C59 1.094
97 H 4.451 -0.907 -6.202  C57 1.094
98 H -2.624 6.494 5.694  C48 1.099
99 H -2.151 3.159 -6.428  C56 1.095
100 H -0.521 4.646 5.427  C35 1.096
101 H -4.830 3.255 1.181  C36 1.095
102 H -0.467 -4.385 -2.858  C44 1.092
103 H 2.424 5.453 -5.516  C49 1.089
104 H -5.472 0.575 5.831  C52 1.095
105 H 4.801 -2.022 5.610  C42 1.090
106 H 0.634 -0.368 0.556  C27 1.094
107 H -1.325 3.914 1.911  N20 1.016
108 H -1.943 -0.753 2.172  N19 1.016
109 H 3.224 0.153 -0.159  C65 1.088
110 H 0.509 3.615 -1.358  C25 1.092
111 H -3.221 -4.140 -4.707  C55 1.095
112 H 1.740 -2.089 -3.306  C31 1.097
113 H 1.606 5.363 -3.192  C46 1.091
114 H 2.680 -4.863 1.499  C34 1.091
115 H -3.755 2.644 3.089  C53 1.090
116 H 3.650 -2.210 7.689  N15 1.022
117 H 1.424 -4.058 -4.401  C45 1.095
118 H 2.227 0.689 -4.505  C62 1.097
119 H 2.370 -2.580 0.968  C64 1.089
120 H 0.925 1.078 -6.297  C59 1.094
121 H -1.598 4.570 -0.181  C29 1.096
122 H -4.375 -5.183 -0.737  C21 1.098
123 H 1.151 -2.790 6.538  C60 1.098
124 H -3.508 -2.621 -5.686  C55 1.094
125 H -2.388 -0.906 -4.398  C33 1.097
126 H 3.881 -5.026 -2.179  O3 0.970
127 H 0.015 3.092 3.600  C26 1.091
128 H 0.073 -1.138 -4.796  N18 1.015
129 H -0.578 -6.184 -2.769  C44 1.092
130 H -1.457 4.735 -6.169  C56 1.089
131 H 2.043 5.101 0.306  C28 1.090
132 H 3.415 0.914 3.622  C22 1.092
133 H 4.929 2.340 -0.867  O11 0.960
134 H -1.224 -0.640 -2.247  C43 1.094
135 H 3.652 -0.770 6.065  C42 1.100
136 H -1.730 -2.191 0.493  C39 1.092
137 H 1.944 -0.005 8.858  C61 1.095
138 H 0.000 -3.156 -0.515  C66 1.089
139 H -4.810 2.114 5.222  C52 1.097
140 H 3.578 0.576 -6.416  C57 1.101
141 H 4.920 0.084 -0.543  C65 1.092
142 H 3.558 2.467 1.412  O7 0.965
143 H 3.576 -0.495 -4.026  C62 1.095
144 H 0.452 6.489 1.373  O14 0.959
145 H -0.977 1.497 2.021  O5 0.981
146 H -0.860 1.035 -4.461  O1 0.973
147 H 1.337 3.761 1.366  C28 1.088
148 H -2.625 5.578 -1.146  C29 1.089
149 H 1.378 4.077 -7.200  C58 1.094
150 H 3.536 -1.453 3.612  C63 1.097
151 H -4.705 -2.733 0.844  C23 1.097
152 H 1.963 -2.014 -0.731  C64 1.090
153 H -0.130 -0.827 3.849  C24 1.083
154 H 1.979 -6.099 0.549  C34 1.094
155 H -3.444 2.502 0.568  C36 1.098
156 H -0.532 0.623 -0.235  C27 1.093
157 H -1.067 5.381 -4.231  C38 1.088
158 H -6.552 1.800 5.058  C52 1.087
159 H 2.131 3.102 -6.048  C58 1.098
160 H -0.373 -2.141 -2.471  C43 1.097
161 H 2.801 0.571 1.999  C22 1.092
162 H -4.320 -0.886 4.342  C47 1.094
163 H 1.595 -0.594 -2.381  C31 1.093
164 H -1.953 5.403 6.976  C48 1.093
165 H -1.170 3.857 -7.668  C56 1.091
166 H -1.484 -5.207 -0.712  C54 1.089
167 H 1.817 1.532 3.180  C22 1.092
168 H 2.196 5.036 2.086  C28 1.096
169 H -1.928 4.318 -3.206  C38 1.092
170 H 3.601 -5.516 0.143  C34 1.090
171 H -1.215 5.334 3.985  C35 1.101
172 H 1.710 -3.701 8.855  C41 1.090
173 H -1.373 2.372 4.436  C26 1.093
174 H 1.744 -7.126 -1.359  C51 1.088
175 H 0.879 1.367 0.708  C27 1.094
176 H -0.064 -6.166 -0.368  C54 1.095
177 H 1.153 2.196 -2.220  C25 1.094
178 H -2.844 -2.241 -3.210  C33 1.092
179 H -2.878 3.829 -1.256  C29 1.094
180 H 3.209 -0.706 -7.521  C57 1.087